Formula: C6H12O
Source: the OMol25 dataset
Level of theory: wB97M-V/def2-TZVPD

Geometry as XYZ:
```
19
Properties=species:S:1:pos:R:3:forces:R:3
C -0.50758 1.82207 1.27599 -0.01 -0.33 -0.01
C 0.53813 1.50241 0.20330 0.08 -0.94 0.03
C 0.07194 1.43675 -1.19194 -0.34 -0.87 -0.25
C 0.39354 0.03714 -0.59681 0.85 1.37 0.71
C -0.15250 -1.21789 0.15854 -0.34 0.26 -0.44
C -0.43499 -2.47019 -0.71184 0.02 0.19 0.10
O 0.91164 -1.57433 1.05110 0.04 0.03 -0.10
H -1.06818 0.91466 1.49111 -0.20 0.04 0.21
H -1.24268 2.58717 0.97762 0.37 -0.19 -0.17
H -0.06635 2.16798 2.21866 0.07 -0.20 -0.26
H 1.50007 2.00045 0.39270 -0.23 -0.64 -0.29
H -0.93425 1.75240 -1.43152 -0.15 -0.01 0.06
H 0.82359 1.79025 -1.90887 -0.47 -0.48 0.00
H 1.25482 -0.41512 -1.10536 0.26 0.78 0.35
H -1.04937 -1.07841 0.77906 0.11 0.41 -0.27
H -1.45037 -2.46444 -1.12644 0.19 0.16 0.07
H -0.35202 -3.34167 -0.05165 -0.08 0.18 -0.08
H 0.26823 -2.64171 -1.53897 -0.02 0.35 0.27
H 1.49635 -0.80751 1.11532 -0.17 -0.11 0.07
```
Forces are in eV/Å.

As for the HOMO energy: -0.35183 Eh. The calculation puts the HOMO-LUMO gap at 0.3908 Eh. The structure (SMILES) is C[C@@H]1C[C@@H]1[C@@H](C)O. The LUMO energy is 1.0616 eV. The energy relative to the best compared isomer or geometry (same formula, charge and spin) is 2.205 eV. Its net charge is 0.